1.
Formula: C24H48Br6O6
Source: the OMol25 dataset
Level of theory: ωB97M-V with the def2-TZVPD basis set

Each line ends with the Löwdin charge.
Positions of all 84 atoms, in Å:
C: 4.5867 1.0688 -2.3302  -0.03
C: 5.4408 0.2067 -3.1846  -0.49
C: 5.0152 -1.2858 -3.1762  -0.01
O: 6.3905 0.5979 -3.8312  0.06
H: 3.4926 0.8649 -2.5394  0.08
H: 4.8023 2.1217 -2.5909  0.09
H: 4.8006 0.8660 -1.2793  0.10
H: 3.9395 -1.2329 -3.1395  0.04
H: 5.2874 -1.7512 -2.2631  0.06
H: 5.5408 -1.6833 -4.0280  0.08
C: -0.6261 6.4256 -0.8613  -0.04
C: -1.3259 5.1323 -1.0826  -0.49
C: -2.5875 4.8308 -0.2970  -0.01
O: -0.7310 4.2844 -1.7552  0.03
H: -0.2173 6.2075 0.1093  0.07
H: -1.3179 7.3675 -0.8022  0.12
H: 0.2238 6.5048 -1.5865  0.10
H: -3.4942 5.0738 -0.9281  0.12
H: -2.6016 5.3323 0.6675  0.07
H: -2.6336 3.7771 -0.1292  0.06
C: -4.4662 1.3960 -1.8141  0.00
C: -4.1278 0.7375 -0.4923  -0.50
C: -5.1805 0.7294 0.5623  -0.03
O: -3.0078 0.3434 -0.2977  -0.02
H: -4.4347 0.7079 -2.6237  0.07
H: -3.6180 2.0401 -2.0513  0.08
H: -5.3580 1.9775 -1.7777  0.07
H: -4.6952 0.7778 1.5301  0.07
H: -5.7342 -0.1787 0.5234  0.04
H: -5.8556 1.6322 0.5161  0.11
C: -2.1897 2.0048 3.8270  -0.01
C: -2.6581 3.3632 3.3807  -0.51
C: -1.8367 4.5294 3.7604  -0.02
O: -3.6695 3.4902 2.7560  0.08
H: -1.6508 2.1022 4.8185  0.11
H: -1.4715 1.6720 3.1512  0.06
H: -2.9555 1.2542 3.9300  0.08
H: -1.7255 5.3039 3.0402  0.07
H: -0.8967 4.2309 4.1027  0.06
H: -2.2216 5.0781 4.6202  0.10
C: 0.6545 1.2218 -1.8573  -0.02
C: 1.1836 0.1192 -0.9533  -0.49
C: 0.6010 0.0420 0.4382  -0.02
O: 2.0252 -0.6821 -1.3200  0.01
H: -0.2583 1.6009 -1.5182  0.03
H: 0.6149 0.7801 -2.9020  0.09
H: 1.2934 2.1403 -1.8234  0.10
H: 0.9572 0.9019 1.0240  0.09
H: 1.0120 -0.8000 0.9086  0.03
H: -0.4994 0.1479 0.5127  0.08
C: 0.9839 -5.0723 -0.9066  -0.02
C: 1.7872 -3.9152 -0.3359  -0.51
C: 3.1635 -3.7661 -0.8651  -0.03
O: 1.2520 -3.1165 0.4037  0.04
H: -0.0684 -5.1558 -0.5209  0.07
H: 1.4604 -6.0105 -0.7126  0.07
H: 0.9170 -5.0276 -2.0088  0.08
H: 3.6610 -4.7404 -0.6988  0.09
H: 3.6702 -2.9583 -0.2944  0.09
H: 3.0870 -3.5545 -1.9809  0.10
Br: -2.0264 -4.9192 1.9413  0.61
C: -2.3123 -3.0975 1.2771  -0.69
C: -3.2180 -2.2440 2.0990  -0.60
Br: -5.1622 -2.7566 1.9542  0.57
H: -2.5569 -3.1946 0.2360  0.01
H: -1.2770 -2.7560 1.3713  0.04
H: -3.2233 -1.2108 1.7804  0.03
H: -2.8984 -2.4017 3.0872  0.03
Br: 1.9251 -0.8487 4.5567  0.63
C: 2.9403 -2.3722 4.0034  -0.76
C: 4.2509 -2.5159 4.7756  -0.67
Br: 5.1528 -4.0858 4.0022  0.60
H: 3.2348 -2.1765 3.0075  0.02
H: 2.3445 -3.3116 4.1430  0.08
H: 4.1834 -2.6373 5.8562  0.06
H: 5.0025 -1.7259 4.5979  0.06
Br: 1.5542 -3.0304 -5.1055  0.66
C: 0.6621 -1.9195 -3.7978  -0.73
C: -0.6794 -2.4935 -3.6283  -0.73
Br: -1.6262 -1.6188 -2.2167  0.80
H: 0.6851 -0.9093 -4.2540  0.06
H: 1.2873 -1.9568 -2.8979  0.02
H: -0.5917 -3.5428 -3.3564  0.04
H: -1.3803 -2.3305 -4.4555  0.06

Properties
Largest force on an atom   2.8 eV Å⁻¹

2.
Formula: C24H48N3O8
Source: the OMol25 dataset
Level of theory: ωB97M-V with the def2-TZVPD basis set

Each line ends with the Löwdin charge.
Positions of all 83 atoms, in Å:
C: 6.5624 -2.1343 1.0529  -0.10
C: 5.9086 -1.6929 -0.3841  -0.26
O: 6.9205 -1.0168 -1.2138  -0.22
C: 6.4163 -0.7084 -2.5618  -0.18
C: 6.2541 0.9502 -2.6854  -0.10
C: 4.7987 1.2901 -1.9478  -0.03
C: 3.4465 1.0711 -2.8625  0.08
N: 2.0985 1.3330 -2.2255  0.07
C: 1.8798 1.7848 -0.7771  -0.02
C: 0.3550 1.9930 -0.1752  -0.14
O: -0.5810 1.0405 -0.7926  -0.25
C: -0.1732 -0.3588 -0.5900  -0.10
C: 3.1624 2.0775 0.2311  0.11
C: 4.6620 1.8140 -0.3846  0.04
C: 6.0839 1.9912 0.4445  -0.22
O: 6.4015 1.1209 1.4415  0.00
O: 7.0588 3.0597 0.0949  0.01
H: 7.6909 -1.7456 1.0494  0.10
H: 6.0257 -1.5753 1.9504  0.08
H: 6.5274 -3.3067 1.2594  0.09
H: 5.4061 -2.5993 -0.9696  0.13
H: 5.0274 -0.9424 -0.1550  0.10
H: 7.2401 -1.0990 -3.3320  0.15
H: 5.3710 -1.2287 -2.7656  0.13
H: 6.1991 1.2725 -3.8315  0.14
H: 7.1422 1.5241 -2.1762  0.13
H: 3.4790 0.7074 -3.9847  0.15
H: 1.2306 1.1630 -2.7983  0.16
H: 0.3453 1.7999 1.0000  0.13
H: -0.0440 3.1110 -0.2982  0.17
H: -1.1020 -1.0276 -0.9287  0.11
H: 0.7283 -0.7129 -1.2505  0.09
H: 0.0454 -0.6494 0.5311  0.11
H: 3.0183 2.4604 1.3507  0.14
H: 7.5535 3.2083 0.9762  0.16
C: -1.9356 -0.1608 8.0276  -0.10
O: -1.1863 0.9959 7.6664  -0.19
C: 0.0259 0.6946 6.9633  -0.20
C: -0.0953 1.0600 5.4735  -0.21
N: -1.0056 0.1554 4.7663  -0.05
C: -1.4129 0.6233 3.4376  -0.20
C: -2.1351 1.9856 3.3381  -0.22
O: -3.4530 1.9918 3.8906  -0.18
C: -3.4992 2.1169 5.3059  -0.09
H: -2.6940 0.1421 8.7533  0.09
H: -2.4521 -0.5778 7.1610  0.07
H: -1.3008 -0.9243 8.4861  0.09
H: 0.3401 -0.3475 7.1016  0.12
H: 0.8001 1.3303 7.4076  0.12
H: 0.8970 1.0124 5.0075  0.12
H: -0.4430 2.0949 5.4224  0.10
H: -1.8415 0.0202 5.3252  0.07
H: -2.0862 -0.1413 3.0318  0.12
H: -0.5324 0.6410 2.7873  0.08
H: -2.2644 2.2022 2.2717  0.11
H: -1.5414 2.8134 3.7381  0.11
H: -2.7065 2.7609 5.6946  0.09
H: -3.4634 1.1331 5.7672  0.07
H: -4.4621 2.5599 5.5750  0.09
C: -3.9410 -0.0851 -6.6729  -0.11
O: -5.0801 -0.1203 -5.8179  -0.20
C: -5.8583 -1.3166 -5.9520  -0.20
C: -5.6760 -2.2330 -4.7295  -0.20
N: -4.3377 -2.8286 -4.6938  -0.06
C: -3.9861 -3.4512 -3.4135  -0.19
C: -4.0028 -2.5658 -2.1474  -0.20
O: -2.9663 -1.5830 -2.1059  -0.22
C: -3.2276 -0.4165 -2.8753  -0.09
H: -3.5578 0.9380 -6.6817  0.09
H: -3.1487 -0.7339 -6.2947  0.07
H: -4.1981 -0.3691 -7.6974  0.09
H: -5.6510 -1.8456 -6.8906  0.12
H: -6.9054 -0.9952 -5.9832  0.12
H: -6.4273 -3.0321 -4.7612  0.13
H: -5.8657 -1.6263 -3.8404  0.10
H: -3.6488 -2.1122 -4.8980  0.06
H: -2.9703 -3.8478 -3.5295  0.12
H: -4.6412 -4.3132 -3.2515  0.12
H: -3.8142 -3.2255 -1.2930  0.12
H: -4.9796 -2.1096 -1.9587  0.11
H: -4.2853 -0.1416 -2.8713  0.10
H: -2.8641 -0.5521 -3.8909  0.07
H: -2.6581 0.4098 -2.4409  0.08

Properties
Net charge   +1
Energy above the lowest of the compared OMol25 structures with the same formula, charge and spin   272.00 kcal/mol
Largest force on an atom   9.3 eV Å⁻¹

no.,HOMO level (eV),Kohn-Sham gap (eV),DFT total energy (eV)
1,-9.2,9.42,-458205.41266
2,-10.4,5.16,-46495.38712